#i
ORCA calculation (wB97M-V/def2-TZVPD) on the molecule C2H2O.

Its HOMO energy (spin up / spin down) is -9.0 / -9.0 eV. The LUMO energy (spin up / spin down) comes out at 0.07 / 0.07 eV. As for the charge: 0. The calculation puts the frontier orbital gap (spin up / spin down) at 9.095 / 9.095 eV. The molecular weight is 42.04 g mol⁻¹.

Each atom is followed by the atoms it is bonded to, with distances in Å.
Positions of all 5 atoms, in Å:
1 C 0.494 -0.224 0.214  C2 1.450, O3 1.310, H4 1.128
2 C -0.602 0.100 -0.678  C1 1.450, H5 1.010
3 O -0.385 -0.359 1.175  C1 1.310
4 H 1.589 -0.482 0.133  C1 1.128
5 H -1.096 0.965 -0.843  C2 1.010

Just the Mulliken charges please, in e? Sure, here they are: 0.25, -0.38, -0.41, 0.28, 0.26

***

#ii
ORCA calculation (wB97M-V/def2-TZVPD) on the molecule C2H2O.

Its HOMO energy is -9.0 eV. The SMILES is C=C=O. The LUMO energy comes out at 0.80 eV. As for the charge: 0. The calculation puts the frontier orbital gap at 9.842 eV. The molecular weight is 42.04 g mol⁻¹.

Each atom is followed by the atoms it is bonded to, with distances in Å.
Positions of all 5 atoms, in Å:
1 C -0.615 -0.051 0.110  C2 1.415, H4 1.042, H5 0.966
2 C 0.782 -0.041 -0.116  C1 1.415, O3 1.144
3 O 1.891 0.221 -0.215  C2 1.144
4 H -1.095 -0.858 0.562  C1 1.042
5 H -0.963 0.729 -0.341  C1 0.966

Just the Mulliken charges please, in e? Sure, here they are: -0.86, 0.61, -0.30, 0.28, 0.28

***

The least stable of the structures above is #i, whereas #ii is the most stable.